This record from the Open Molecules 2025 dataset describes an isolated ion of composition C9H14N3S and charge +1 at a distorted geometry. The level of theory is wB97M-V/def2-TZVPD.

XYZ file:
```
27
Properties=species:S:1:pos:R:3:mulliken_charge:R:1
C -3.49 2.23 -1.62 -0.37
C -3.36 1.64 -0.53 0.51
C -3.50 1.56 -2.85 -0.10
C -2.92 0.28 -2.75 -0.43
C 0.05 0.51 -1.51 -0.68
C -0.07 -1.47 -0.32 -0.81
C 0.36 1.31 -0.22 -0.68
C 0.12 -0.67 1.04 -0.42
C 1.42 1.11 2.02 -0.92
N -3.01 0.50 0.01 -0.45
N -0.57 -0.70 -1.33 -0.14
N 1.00 0.39 0.79 -0.09
S -2.59 -0.59 -1.18 0.31
H -3.53 2.04 -3.82 0.39
H -2.81 -0.52 -3.55 0.34
H -0.51 1.16 -2.22 0.36
H 1.12 0.20 -1.78 0.38
H 0.72 -2.19 -0.61 0.33
H -0.94 -2.13 0.03 0.32
H 1.12 2.06 -0.50 0.43
H -0.50 1.70 0.20 0.47
H -0.83 -0.17 1.31 0.36
H 0.39 -1.36 1.89 0.41
H 0.58 1.67 2.17 0.43
H 1.53 0.37 2.87 0.33
H 2.32 1.75 2.01 0.34
H 1.94 0.03 0.51 0.37
```

Properties
energy above the lowest of the compared OMol25 structures with the same formula, charge and spin: 6.4637 eV
total charge: +1
gap between HOMO and LUMO: 7.867 eV
HOMO level: -11.2812 eV

---

This record from the Open Molecules 2025 dataset describes C25H30F8IrO7PS2SbTe as an isolated structure at a distorted geometry. The level of theory is wB97M-V/def2-TZVPD.

XYZ file:
```
76
Properties=species:S:1:pos:R:3:mulliken_charge:R:1
Ir -0.61 -0.45 -1.72 1.63
C 4.16 1.08 -0.81 -0.78
C 3.66 -0.14 -1.62 -0.34
O 2.46 0.37 -2.33 -0.04
P 1.22 -0.43 -2.88 0.56
O 1.84 -1.94 -2.84 -0.37
C 1.08 -2.95 -3.69 -0.27
C 1.54 -4.29 -3.12 -1.26
O 1.11 -0.12 -4.53 -0.22
C 2.22 0.46 -5.31 -0.05
C 1.74 1.82 -5.86 -1.11
H 5.04 0.73 -0.23 0.40
H 3.41 1.43 -0.09 -0.15
H 4.48 1.88 -1.51 0.37
H 3.35 -0.94 -0.93 0.21
H 4.34 -0.53 -2.36 0.52
H 1.32 -2.84 -4.72 0.32
H 0.03 -2.81 -3.54 0.29
H 2.57 -4.47 -3.51 0.32
H 0.86 -5.12 -3.32 0.36
H 1.68 -4.25 -2.05 0.28
H 2.48 -0.30 -6.11 0.29
H 3.07 0.60 -4.66 0.20
H 0.68 1.80 -6.20 0.24
H 2.40 2.14 -6.65 0.45
H 1.81 2.54 -5.01 0.24
S -0.38 1.24 -3.14 -0.33
Sb -0.24 0.13 1.67 1.87
C 1.43 0.53 2.96 0.70
C 1.91 -0.57 3.71 -0.63
C 3.28 -0.75 3.79 -0.71
C 4.20 0.24 3.35 -0.61
C 3.65 1.42 2.82 -0.79
C 2.33 1.48 2.48 -0.31
C -0.62 2.42 1.83 0.52
C -1.55 3.04 0.93 -0.22
C -2.31 4.12 1.37 -0.63
C -2.05 4.68 2.63 -0.39
C -1.02 4.18 3.44 -0.75
C -0.33 3.05 3.03 -0.08
C -2.13 -0.34 2.77 0.55
C -3.36 0.05 2.26 -0.20
C -4.49 -0.15 3.04 -0.56
C -4.38 -0.78 4.31 -0.62
C -3.14 -1.22 4.74 -0.65
C -2.00 -0.98 3.96 -0.08
H 1.27 -1.33 4.08 0.34
H 3.65 -1.69 4.19 0.44
H 5.27 0.15 3.55 0.44
H 4.30 2.27 2.57 0.38
H 2.01 2.29 1.83 0.43
H -1.74 2.63 -0.04 0.31
H -3.10 4.51 0.75 0.49
H -2.58 5.58 2.92 0.43
H -0.78 4.73 4.36 0.43
H 0.48 2.67 3.70 0.27
H -3.42 0.46 1.27 0.17
H -5.47 0.19 2.68 0.41
H -5.28 -0.96 4.91 0.40
H -3.04 -1.82 5.64 0.41
H -1.01 -1.39 4.28 0.16
F 0.02 -1.84 1.91 -0.50
Te -0.83 -3.95 0.16 1.37
F -2.61 -4.00 1.11 -0.56
F 1.37 -0.06 0.27 -0.58
F -1.72 -4.82 -1.33 -0.48
F 0.41 -5.51 -0.13 -0.54
O -0.62 -2.39 -0.78 -0.64
F -5.85 0.17 -2.36 -0.20
C -4.90 0.38 -1.44 0.62
F -5.17 0.02 -0.21 -0.14
F -4.42 1.66 -1.53 -0.26
S -3.53 -0.64 -2.18 1.13
O -3.26 0.00 -3.52 -0.64
O -3.70 -2.06 -2.02 -0.58
O -2.51 -0.28 -1.00 -0.67
```

Properties
energy above the lowest of the compared OMol25 structures with the same formula, charge and spin: 3.7459 eV
total charge: +1
multiplicity: 5
gap between HOMO and LUMO (spin up / spin down): 5.486 / 3.172 eV
HOMO level (spin up / spin down): -11.4005 / -11.3532 eV

---

This record from the Open Molecules 2025 dataset describes a 10-piece molecular cluster, C73H78F9N2O7PS overall. The level of theory is wB97M-V/def2-TZVPD.

XYZ file:
```
171
Properties=species:S:1:pos:R:3:mulliken_charge:R:1
C 1.31 7.31 -4.25 -1.26
C 0.71 7.16 -2.85 0.10
C 0.15 5.77 -2.52 -0.99
C 0.83 5.03 -1.36 -0.83
C 2.35 4.90 -1.48 -0.16
C 3.06 4.55 -0.16 -1.04
C 3.62 3.13 -0.12 -0.86
C 2.56 2.06 -0.34 0.39
C 3.11 0.64 -0.18 -1.94
C 2.06 -0.38 -0.55 0.42
C 1.76 -0.75 -1.79 0.85
C 2.41 -0.26 -3.05 -1.24
N 1.43 0.56 -3.80 -0.59
C 0.69 -1.78 -1.99 0.02
O 0.68 -2.47 -2.99 -0.66
C -0.36 -1.93 -0.94 0.49
P -2.00 -2.56 -1.40 1.07
N -3.20 -1.86 -0.72 -0.81
O -1.81 -4.14 -1.19 -0.34
O -2.06 -2.41 -3.00 -0.52
C -0.04 -1.62 0.33 0.09
C -0.89 -1.84 1.55 -0.84
C -0.28 -2.78 2.61 -1.07
C -0.42 -2.27 4.05 -0.91
S 1.10 -1.94 4.92 1.32
O 0.80 -1.85 6.32 -0.69
O 2.11 -2.83 4.44 -0.59
O 1.49 -0.46 4.46 -0.29
C 1.32 -1.01 0.58 0.31
O 1.78 -1.02 1.70 -0.36
H 2.40 7.28 -4.25 0.27
H 1.01 8.25 -4.72 0.34
H 0.97 6.50 -4.91 0.32
H -0.09 7.89 -2.75 -0.05
H 1.46 7.45 -2.10 0.44
H 0.17 5.13 -3.41 0.39
H -0.91 5.88 -2.26 0.37
H 0.56 5.51 -0.42 0.40
H 0.40 4.02 -1.31 0.22
H 2.57 4.13 -2.22 0.17
H 2.77 5.82 -1.89 0.60
H 3.86 5.26 0.03 0.29
H 2.34 4.63 0.66 0.47
H 4.43 3.02 -0.85 0.34
H 4.06 2.96 0.87 0.33
H 2.11 2.15 -1.34 -0.07
H 1.74 2.22 0.37 0.30
H 3.41 0.47 0.85 0.50
H 4.00 0.52 -0.80 0.50
H 2.69 -1.13 -3.65 0.30
H 3.32 0.29 -2.83 0.35
H 1.75 1.51 -3.87 0.21
H 1.36 0.22 -4.75 0.23
H -3.74 -2.53 -0.17 0.19
H -2.61 -4.62 -1.42 0.25
H -2.58 -1.63 -3.21 0.33
H -1.10 -0.85 1.98 0.50
H -1.85 -2.23 1.23 0.07
H -0.81 -3.73 2.56 0.47
H 0.76 -3.00 2.40 0.71
H -0.99 -1.34 4.12 0.40
H -0.88 -3.01 4.70 0.46
H 1.43 0.11 5.24 0.27
F -0.47 4.41 7.81 -0.31
C 0.31 3.35 8.12 0.52
C 1.36 3.53 8.98 -0.30
C 2.16 2.44 9.29 -0.32
C 1.89 1.19 8.74 -0.84
C 0.81 1.04 7.88 -0.46
C 0.01 2.12 7.55 -0.75
H 1.55 4.51 9.40 0.38
H 2.99 2.56 9.97 0.38
H 2.51 0.34 8.99 0.44
H 0.61 0.07 7.44 0.82
H -0.84 2.03 6.89 0.45
F 3.02 9.96 12.62 -0.32
C 2.42 9.25 11.64 0.43
C 1.16 9.63 11.23 -0.49
C 0.54 8.91 10.22 -0.27
C 1.19 7.82 9.65 -0.56
C 2.46 7.46 10.08 -0.20
C 3.09 8.18 11.09 -0.58
H 0.67 10.48 11.70 0.41
H -0.44 9.19 9.89 0.36
H 0.71 7.26 8.86 0.42
H 2.97 6.62 9.63 0.40
H 4.08 7.92 11.44 0.41
F 3.20 -2.29 -5.92 -0.27
C 2.65 -3.43 -6.40 0.68
C 1.65 -4.04 -5.66 -0.49
C 1.09 -5.20 -6.18 -0.45
C 1.53 -5.74 -7.38 -0.80
C 2.54 -5.10 -8.09 -0.28
C 3.11 -3.93 -7.60 -0.86
H 1.32 -3.61 -4.73 0.66
H 0.30 -5.69 -5.62 0.60
H 1.09 -6.64 -7.77 0.39
H 2.89 -5.51 -9.03 0.43
H 3.89 -3.41 -8.14 0.47
F -5.28 -3.93 0.58 -0.30
C -5.06 -5.07 1.28 0.42
C -5.08 -5.02 2.65 -0.59
C -4.83 -6.20 3.35 -0.36
C -4.56 -7.38 2.67 -0.77
C -4.55 -7.39 1.28 -0.30
C -4.81 -6.23 0.57 -0.29
H -5.28 -4.09 3.16 0.48
H -4.84 -6.19 4.43 0.39
H -4.35 -8.29 3.21 0.41
H -4.32 -8.30 0.74 0.37
H -4.82 -6.21 -0.51 0.53
F -11.74 -3.58 -1.16 -0.32
C -10.42 -3.38 -1.34 0.43
C -9.95 -3.15 -2.62 -0.49
C -8.59 -2.96 -2.80 -0.31
C -7.73 -2.99 -1.72 -0.59
C -8.22 -3.23 -0.45 -0.24
C -9.58 -3.43 -0.25 -0.63
H -10.65 -3.13 -3.45 0.42
H -8.21 -2.77 -3.80 0.36
H -6.66 -2.83 -1.86 0.50
H -7.55 -3.26 0.40 0.41
H -10.00 -3.61 0.74 0.42
F 7.94 -0.42 3.83 -0.32
C 7.29 -1.52 4.29 0.47
C 5.94 -1.42 4.56 -0.60
C 5.28 -2.55 5.03 0.10
C 5.97 -3.74 5.21 -0.72
C 7.33 -3.80 4.93 -0.22
C 8.01 -2.68 4.46 -0.58
H 5.43 -0.48 4.40 0.45
H 4.22 -2.50 5.23 0.23
H 5.45 -4.61 5.58 0.40
H 7.87 -4.73 5.08 0.36
H 9.06 -2.71 4.24 0.42
F 1.63 -1.46 -14.00 -0.32
C 1.43 -1.76 -12.70 0.39
C 0.74 -2.91 -12.39 -0.46
C 0.54 -3.22 -11.05 -0.37
C 1.02 -2.38 -10.05 -0.55
C 1.71 -1.22 -10.40 -0.35
C 1.92 -0.90 -11.74 -0.47
H 0.37 -3.55 -13.18 0.42
H 0.00 -4.12 -10.78 0.38
H 0.86 -2.62 -9.01 0.52
H 2.09 -0.57 -9.63 0.38
H 2.46 -0.01 -12.03 0.42
F -1.03 10.05 -3.30 -0.30
C -1.37 10.72 -2.17 0.47
C -2.57 11.40 -2.14 -0.54
C -2.90 12.09 -0.97 -0.28
C -2.04 12.08 0.12 -0.57
C -0.84 11.38 0.05 -0.35
C -0.49 10.69 -1.10 -0.36
H -3.21 11.40 -3.00 0.42
H -3.83 12.63 -0.93 0.35
H -2.31 12.61 1.02 0.37
H -0.17 11.37 0.90 0.35
H 0.43 10.14 -1.18 0.44
F -2.09 -9.35 0.42 -0.34
C -2.09 -9.49 -0.93 0.45
C -1.69 -8.42 -1.70 -0.63
C -1.69 -8.57 -3.08 -0.24
C -2.09 -9.77 -3.65 -0.66
C -2.49 -10.83 -2.85 -0.22
C -2.49 -10.70 -1.47 -0.64
H -1.38 -7.50 -1.22 0.64
H -1.38 -7.74 -3.70 0.47
H -2.09 -9.88 -4.73 0.38
H -2.80 -11.76 -3.30 0.36
H -2.79 -11.51 -0.82 0.43
```

Properties
total charge: 0
gap between HOMO and LUMO: 7.779 eV
SMILES: CCCCCCCCCC1=C(CN)C(=O)C(P(=N)(O)O)=C(CCCS(=O)(=O)O)C1=O.Fc1ccccc1.Fc1ccccc1.Fc1ccccc1.Fc1ccccc1.Fc1ccccc1.Fc1ccccc1.Fc1ccccc1.Fc1ccccc1.Fc1ccccc1
HOMO level: -8.9944 eV

---

This record from the Open Molecules 2025 dataset describes a 6-piece molecular cluster, C35H35F2N8O12 overall at a distorted geometry. The level of theory is wB97M-V/def2-TZVPD.

XYZ file:
```
92
Properties=species:S:1:pos:R:3:mulliken_charge:R:1
C 9.30 2.68 -0.84 -0.80
N 9.26 4.16 -1.09 -0.30
C 8.67 4.88 0.02 -0.65
N 7.19 5.16 -0.22 -0.09
C 7.06 6.28 -1.20 -0.94
N 6.44 3.99 -0.51 0.57
C 5.37 3.76 0.43 0.24
O 4.53 4.49 0.69 -0.33
F 5.46 2.60 1.05 -0.16
C 6.02 3.87 -1.88 0.27
O 5.02 4.20 -2.32 -0.30
F 6.90 3.26 -2.66 -0.21
H 9.34 2.19 -1.82 0.28
H 10.21 2.46 -0.26 0.37
H 8.40 2.33 -0.32 0.26
H 10.23 4.46 -1.09 0.31
H 9.19 5.85 0.09 0.45
H 8.79 4.36 0.99 0.38
H 6.84 5.53 0.68 0.46
H 7.54 7.16 -0.73 0.39
H 6.02 6.58 -1.39 0.36
H 7.63 6.11 -2.13 0.45
C 3.98 -0.10 -0.30 -0.40
C 4.16 -0.18 1.07 -0.21
C 4.29 -1.41 1.68 -0.52
C 4.25 -2.56 0.91 -0.04
C 4.06 -2.49 -0.46 -0.31
C 3.93 -1.25 -1.07 -0.67
N 4.42 -3.87 1.55 1.01
O 4.56 -3.89 2.76 -0.59
O 4.41 -4.85 0.83 -0.59
H 3.88 0.87 -0.78 0.43
H 4.19 0.72 1.67 0.53
H 4.43 -1.47 2.76 0.45
H 4.03 -3.39 -1.07 0.47
H 3.78 -1.18 -2.14 0.40
C 0.51 2.42 1.15 -0.69
C 1.21 3.59 0.92 0.16
C 0.54 4.80 0.81 -0.59
C -0.84 4.81 0.95 0.09
C -1.55 3.65 1.18 -0.67
C -0.87 2.44 1.28 -0.10
N -1.55 6.10 0.87 1.03
O -0.89 7.10 0.65 -0.62
O -2.76 6.08 1.02 -0.59
H 1.04 1.48 1.24 0.46
H 2.29 3.57 0.82 0.30
H 1.09 5.71 0.63 0.49
H -2.63 3.66 1.28 0.49
H -1.42 1.53 1.46 0.28
C -3.00 -4.01 4.42 -0.73
C -2.12 -3.13 5.05 -0.46
C -1.97 -1.84 4.57 -0.40
C -2.71 -1.44 3.47 0.17
C -3.58 -2.31 2.83 -0.39
C -3.72 -3.60 3.31 -0.71
N -2.58 -0.06 2.98 1.06
O -1.79 0.67 3.54 -0.60
O -3.26 0.27 2.02 -0.61
H -3.11 -5.02 4.80 0.43
H -1.56 -3.46 5.92 0.39
H -1.29 -1.16 5.07 0.44
H -4.15 -1.99 1.97 0.61
H -4.41 -4.29 2.82 0.90
C -4.49 -5.03 -2.74 -0.49
C -5.30 -6.15 -2.60 -0.49
C -5.64 -6.61 -1.34 -0.44
C -5.17 -5.93 -0.22 0.13
C -4.35 -4.82 -0.35 -0.02
C -4.01 -4.36 -1.61 -0.57
N -5.55 -6.40 1.12 1.00
O -6.25 -7.39 1.19 -0.59
O -5.14 -5.76 2.08 -0.67
H -4.23 -4.67 -3.73 0.47
H -5.67 -6.66 -3.48 0.39
H -6.27 -7.48 -1.24 0.46
H -3.98 -4.29 0.52 0.31
H -3.38 -3.49 -1.72 0.40
C -9.46 -0.71 -2.54 -0.40
C -9.42 -1.26 -3.81 -0.44
C -8.21 -1.67 -4.35 -0.38
C -7.05 -1.53 -3.61 0.11
C -7.08 -0.97 -2.34 -0.36
C -8.29 -0.56 -1.81 -0.51
N -5.77 -1.98 -4.17 1.07
O -5.78 -2.45 -5.29 -0.61
O -4.78 -1.87 -3.48 -0.59
H -10.40 -0.39 -2.12 0.38
H -10.33 -1.38 -4.38 0.37
H -8.19 -2.10 -5.35 0.44
H -6.17 -0.85 -1.76 0.54
H -8.32 -0.12 -0.82 0.38
```

Properties
total charge: +1
gap between HOMO and LUMO: 6.946 eV
HOMO level: -11.2149 eV

---

This record from the Open Molecules 2025 dataset describes C23H25N5O4S4Y as an isolated structure. The level of theory is wB97M-V/def2-TZVPD.

XYZ file:
```
62
Properties=species:S:1:pos:R:3:mulliken_charge:R:1
Y -1.08 -0.38 1.37 0.07
O -1.44 -2.67 -2.11 -0.69
C -1.74 -2.32 -0.98 -0.02
N -2.18 -1.09 -0.56 0.14
C -2.93 -0.31 -1.38 -0.05
O -3.55 -0.63 -2.38 -0.73
C -3.10 1.11 -0.86 0.41
C -3.98 1.96 -1.51 -0.61
C -4.18 3.23 -0.99 -0.38
C -3.49 3.60 0.16 -0.82
C -2.62 2.69 0.73 -0.27
N -2.42 1.48 0.22 0.65
C -1.57 -3.31 0.17 0.80
C -1.15 -4.60 -0.10 -0.61
C -1.05 -5.47 0.97 -0.40
C -1.35 -5.02 2.25 -0.79
C -1.73 -3.70 2.42 -0.08
N -1.84 -2.86 1.39 -0.04
H -4.50 1.59 -2.38 0.54
H -4.87 3.92 -1.46 0.41
H -3.61 4.58 0.61 0.42
H -2.06 2.93 1.63 0.45
H -0.93 -4.87 -1.12 0.50
H -0.72 -6.49 0.81 0.42
H -1.28 -5.68 3.11 0.40
H -1.94 -3.28 3.40 0.40
S -0.91 -0.92 4.80 -0.16
S 0.49 0.02 3.60 -0.36
S -3.43 -0.21 2.84 -0.31
S -2.60 0.23 4.69 -0.12
C 2.46 2.50 -0.92 -1.40
C 1.62 3.55 -0.20 1.57
C 2.39 4.11 0.99 -1.94
C 1.26 4.67 -1.16 -1.80
N 0.32 3.03 0.28 -0.28
N 0.37 2.01 1.26 -0.26
H 3.44 2.91 -1.20 0.50
H 1.95 2.16 -1.83 0.32
H 2.63 1.61 -0.31 0.30
H 3.26 4.66 0.63 0.48
H 2.74 3.32 1.66 0.35
H 1.76 4.80 1.56 0.43
H 2.16 5.11 -1.60 0.41
H 0.69 5.45 -0.65 0.40
H 0.64 4.29 -1.98 0.38
H -0.18 2.63 -0.51 0.18
H 0.50 2.41 2.18 0.26
H 1.14 1.37 1.09 0.25
O 0.70 -1.97 1.03 -0.66
C 1.11 -1.39 -0.01 1.06
O 0.65 -0.27 -0.37 -0.80
C 2.16 -2.05 -0.85 0.22
C 2.40 -1.61 -2.15 -0.16
C 3.37 -2.24 -2.92 -0.78
C 4.11 -3.29 -2.39 -0.32
C 3.87 -3.73 -1.10 -0.68
C 2.89 -3.11 -0.33 -0.17
H 1.81 -0.80 -2.54 0.37
H 3.55 -1.90 -3.94 0.38
H 4.87 -3.77 -3.00 0.38
H 4.44 -4.55 -0.69 0.39
H 2.67 -3.44 0.68 0.48
```

Properties
energy above the lowest of the compared OMol25 structures with the same formula, charge and spin: 1.0519 eV
total charge: -1
gap between HOMO and LUMO: 6.648 eV
HOMO level: -4.1476 eV

---

This record from the Open Molecules 2025 dataset describes a 2-piece molecular cluster, C4H12S overall at a distorted geometry. The level of theory is wB97M-V/def2-TZVPD.

XYZ file:
```
17
Properties=species:S:1:pos:R:3:mulliken_charge:R:1
C 0.51 -1.37 0.62 -0.78
C 0.50 -1.89 2.06 -0.50
S 0.21 -3.76 2.11 -0.26
H 1.49 -1.09 0.26 0.27
H -0.16 -0.52 0.48 0.18
H 0.09 -2.17 0.01 0.33
H 1.44 -1.83 2.59 0.36
H -0.37 -1.53 2.59 0.27
H 1.40 -4.22 2.56 0.12
C -0.87 1.85 -2.28 -0.73
C -0.45 2.79 -1.11 -0.85
H -1.67 2.24 -2.89 0.30
H -1.14 0.94 -1.73 0.19
H 0.01 1.53 -2.84 0.26
H -0.25 3.83 -1.40 0.33
H -1.26 2.69 -0.40 0.24
H 0.49 2.50 -0.63 0.26
```

Properties
energy above the lowest of the compared OMol25 structures with the same formula, charge and spin: 0.5259 eV
total charge: 0
gap between HOMO and LUMO: 9.999 eV
SMILES: CCS.CC
HOMO level: -9.0433 eV

---

This record from the Open Molecules 2025 dataset describes a single C9H16O3S molecule at a distorted geometry. The level of theory is wB97M-V/def2-TZVPD.

XYZ file:
```
29
Properties=species:S:1:pos:R:3:mulliken_charge:R:1
C 3.82 -2.36 0.36 -0.89
S 3.13 -1.34 -0.97 1.14
O 4.25 -0.41 -1.19 -0.66
O 2.76 -2.18 -2.09 -0.72
C 1.90 -0.37 -0.08 -0.83
C 0.61 -0.42 -0.39 0.50
O 0.23 -1.37 -1.29 -0.52
C -0.48 0.36 0.26 1.00
C -0.84 1.48 -0.78 -1.46
C -1.90 2.42 -0.27 -0.79
C -3.02 1.52 0.32 -0.82
C -2.64 0.49 1.40 -0.89
C -1.60 -0.47 0.74 -1.46
H 4.10 -1.68 1.24 0.32
H 3.08 -3.16 0.84 0.28
H 4.67 -3.01 -0.08 0.32
H 2.55 0.24 0.59 0.26
H 0.84 -1.88 -1.79 0.43
H 0.16 0.94 1.03 0.14
H -1.28 1.11 -1.64 0.46
H -0.01 1.94 -1.08 0.67
H -2.42 3.01 -0.96 0.40
H -1.65 3.07 0.48 0.39
H -3.81 2.17 0.56 0.47
H -3.36 0.83 -0.38 0.35
H -2.26 1.05 2.19 0.43
H -3.55 0.14 1.76 0.45
H -1.34 -1.19 1.38 0.56
H -1.93 -0.94 -0.14 0.46
```

Properties
energy above the lowest of the compared OMol25 structures with the same formula, charge and spin: 2.0432 eV
total charge: 0
gap between HOMO and LUMO: 10.373 eV
SMILES: CS(=O)(=O)/C=C(\O)C1CCCCC1
HOMO level: -9.6994 eV

---

no.,energy (eV)
1,-24851.3336
2,-110099.1565
3,-138860.8099
4,-78765.4563
5,-84290.9788
6,-15177.1801
7,-26567.3240